# 1
Molecular formula: C4H9NO
Method: DFT, the ωB97M-V functional and the def2-TZVPD basis

Computed properties:
**ΔE to the lowest compared entry with this formula, charge and spin**: 466.70 kJ/mol
**DFT total energy**: -7827.483 eV
**LUMO (spin up / spin down)**: -0.50 / -0.50 eV
**Kohn-Sham gap (spin up / spin down)**: 6.757 / 6.762 eV

Structure (ORCA input):
```
! wB97M-V def2-TZVPD RIJCOSX def2/J DEFGRID3
* xyz 0 1
O 1.95 0.08 1.89
C 0.86 -0.19 1.39
H -1.01 0.79 1.54
H -0.69 -1.49 0.64
H 1.00 -2.23 0.78
H -1.05 0.43 -2.56
C -0.91 -0.08 -1.60
H 0.22 1.64 -0.91
H -1.84 0.05 -1.04
H 1.24 0.15 -1.07
H -0.74 -1.15 -1.76
N -0.06 0.95 1.20
C 0.25 0.56 -0.91
C 0.38 -1.34 0.76
H 0.33 1.78 1.64
*
```

The computed natural (NBO) charges, all in e, follow: O -0.639; C 0.578; H 0.385; H 0.187; H 0.216; H 0.233; C -0.692; H 0.187; H 0.230; H 0.222; H 0.237; N -0.817; C -0.003; C -0.719; H 0.397

# 2
Molecular formula: C4H9NO
Method: DFT, the ωB97M-V functional and the def2-TZVPD basis

Computed properties:
**ΔE to the lowest compared entry with this formula, charge and spin**: 232.64 kJ/mol
**DFT total energy**: -7829.909 eV
**LUMO**: 0.42 eV
**SMILES string**: C=NC(=C)C.O
**Kohn-Sham gap**: 9.615 eV

Structure (ORCA input):
```
! wB97M-V def2-TZVPD RIJCOSX def2/J DEFGRID3
* xyz 0 1
C -0.05 0.44 -1.33
C 0.91 -1.13 0.86
H -2.71 -2.10 0.12
C 0.48 2.37 0.15
H 0.98 -1.75 1.74
H -1.21 -1.87 0.35
H -0.12 -0.58 -1.71
H 1.11 -1.62 -0.11
H 0.59 3.00 -0.73
H 1.38 2.55 0.74
H -0.48 1.08 -2.10
N 0.68 0.11 0.96
O -1.85 -2.22 -0.30
H -0.35 2.73 0.75
C 0.36 0.92 -0.17
*
```

The computed natural (NBO) charges, all in e, follow: C -0.415; C -0.064; H 0.471; C -0.637; H 0.178; H 0.468; H 0.213; H 0.154; H 0.217; H 0.224; H 0.202; N -0.410; O -0.939; H 0.223; C 0.117

# 3
Molecular formula: C4H9NO
Method: DFT, the ωB97M-V functional and the def2-TZVPD basis

Computed properties:
**ΔE to the lowest compared entry with this formula, charge and spin**: 458.41 kJ/mol
**DFT total energy**: -7827.569 eV
**LUMO**: 0.84 eV
**Kohn-Sham gap**: 9.205 eV

Structure (ORCA input):
```
! wB97M-V def2-TZVPD RIJCOSX def2/J DEFGRID3
* xyz 0 1
C 1.22 1.19 -0.48
H 0.28 -0.16 1.84
H 1.88 1.40 -1.34
H -1.00 -1.38 1.88
H 0.57 -1.70 -0.28
N -0.51 -0.27 -1.22
C -1.08 -0.10 0.15
C -0.28 -0.87 1.22
H -1.27 -0.39 -1.87
O 0.61 -1.82 0.68
C -0.08 1.07 -1.23
H 1.28 2.07 0.16
H -2.14 -0.34 0.12
H 1.62 0.30 0.04
H -1.08 1.00 0.34
*
```

The computed natural (NBO) charges, all in e, follow: C -0.779; H 0.165; H 0.266; H 0.180; H 0.486; N -0.701; C -0.269; C -0.079; H 0.374; O -0.724; C 0.192; H 0.236; H 0.227; H 0.211; H 0.216

# 4
Molecular formula: C4H9NO
Method: DFT, the ωB97M-V functional and the def2-TZVPD basis

Computed properties:
**ΔE to the lowest compared entry with this formula, charge and spin**: 170.23 kJ/mol
**DFT total energy**: -7830.556 eV
**LUMO**: 0.95 eV
**SMILES string**: CC/N=C\OC
**Kohn-Sham gap**: 10.757 eV

Structure (ORCA input):
```
! wB97M-V def2-TZVPD RIJCOSX def2/J DEFGRID3
* xyz 0 1
H -0.47 0.60 -0.94
H -0.62 -0.74 -2.09
C -2.28 -0.50 -0.74
H 2.49 0.82 2.09
N -0.01 -1.33 -0.21
H 1.91 2.16 1.07
O 0.74 0.52 0.97
H -2.48 -0.23 0.30
H -2.84 0.18 -1.39
H -2.67 -1.52 -0.90
H 2.69 0.77 0.30
C 0.71 -0.81 0.68
C 2.03 1.08 1.12
H 1.37 -1.44 1.28
C -0.79 -0.44 -1.06
*
```

The computed natural (NBO) charges, all in e, follow: H 0.184; H 0.194; C -0.606; H 0.178; N -0.447; H 0.201; O -0.539; H 0.206; H 0.208; H 0.209; H 0.180; C 0.390; C -0.256; H 0.152; C -0.255

# 5
Molecular formula: C4H9NO
Method: DFT, the ωB97M-V functional and the def2-TZVPD basis

Computed properties:
**ΔE to the lowest compared entry with this formula, charge and spin**: 213.61 kJ/mol
**DFT total energy**: -7830.106 eV
**LUMO**: 1.05 eV
**SMILES string**: CN[C@@]1(C)CO1
**Kohn-Sham gap**: 10.292 eV

Structure (ORCA input):
```
! wB97M-V def2-TZVPD RIJCOSX def2/J DEFGRID3
* xyz 0 1
H -1.67 -1.40 -0.68
H -0.91 0.93 -1.20
H 1.36 -0.70 -1.46
C 1.11 -0.87 -0.40
C 0.36 0.29 0.21
N -0.97 0.61 -0.24
C -1.94 -0.48 -0.14
H -2.10 -0.74 0.91
H 2.04 -0.99 0.16
C 1.22 1.34 0.77
O 0.60 0.36 1.60
H 0.55 -1.81 -0.32
H -2.90 -0.13 -0.54
H 0.90 2.35 0.98
H 2.29 1.23 0.56
*
```

The computed natural (NBO) charges, all in e, follow: H 0.167; H 0.361; H 0.209; C -0.648; C 0.339; N -0.624; C -0.419; H 0.206; H 0.225; C -0.111; O -0.489; H 0.216; H 0.205; H 0.195; H 0.170

# 6
Molecular formula: C4H9NO
Method: DFT, the ωB97M-V functional and the def2-TZVPD basis

Computed properties:
**ΔE to the lowest compared entry with this formula, charge and spin**: 160.48 kJ/mol
**DFT total energy**: -7830.657 eV
**LUMO**: 0.99 eV
**SMILES string**: CCNCC=O
**Kohn-Sham gap**: 9.885 eV

Structure (ORCA input):
```
! wB97M-V def2-TZVPD RIJCOSX def2/J DEFGRID3
* xyz 0 1
O -1.57 -2.56 0.07
H 0.21 -2.13 0.88
H 0.77 1.19 1.39
H 0.94 3.47 0.47
N 0.65 0.15 -0.37
C -0.67 -0.34 -0.13
H 0.90 0.15 -1.35
H -0.25 2.56 -0.40
H 2.26 1.13 0.48
H 1.22 2.83 -1.18
C 1.18 1.26 0.38
C 0.82 2.61 -0.20
H -1.36 -0.26 -0.99
C -0.68 -1.78 0.31
H -1.19 0.25 0.63
*
```

The computed natural (NBO) charges, all in e, follow: O -0.522; H 0.106; H 0.189; H 0.215; N -0.643; C -0.339; H 0.370; H 0.200; H 0.192; H 0.206; C -0.208; C -0.630; H 0.214; C 0.437; H 0.215

# 7
Molecular formula: C4H9NO
Method: DFT, the ωB97M-V functional and the def2-TZVPD basis

Computed properties:
**ΔE to the lowest compared entry with this formula, charge and spin**: 603.78 kJ/mol
**DFT total energy**: -7826.062 eV
**LUMO**: 0.75 eV
**Kohn-Sham gap**: 8.951 eV

Structure (ORCA input):
```
! wB97M-V def2-TZVPD RIJCOSX def2/J DEFGRID3
* xyz 0 1
H 0.87 0.43 -1.45
H -2.17 -0.46 0.71
H 2.39 -0.73 -0.65
H 1.64 -2.18 0.06
O -2.35 0.43 0.39
H -0.73 -0.44 -1.21
H -1.36 2.20 0.32
H 0.88 1.38 0.77
C 1.50 -1.35 -0.63
N 0.36 -0.69 0.80
C 0.21 -0.11 -0.77
H 1.32 -1.77 -1.62
C 0.09 0.64 0.53
C -1.29 1.23 0.83
H -1.35 1.43 1.91
*
```

The computed natural (NBO) charges, all in e, follow: H 0.231; H 0.477; H 0.205; H 0.234; O -0.714; H 0.241; H 0.178; H 0.156; C -0.432; N -0.417; C -0.323; H 0.195; C -0.137; C -0.059; H 0.164

# 8
Molecular formula: C4H9NO
Method: DFT, the ωB97M-V functional and the def2-TZVPD basis

Computed properties:
**ΔE to the lowest compared entry with this formula, charge and spin**: 325.93 kJ/mol
**DFT total energy**: -7828.942 eV
**LUMO**: 0.60 eV
**SMILES string**: C=C([O-])[NH2+]CC
**Kohn-Sham gap**: 7.857 eV

Structure (ORCA input):
```
! wB97M-V def2-TZVPD RIJCOSX def2/J DEFGRID3
* xyz 0 1
H -2.10 -0.35 -0.80
N -1.19 -0.43 -0.29
C -0.20 0.44 1.66
C 0.21 0.19 -0.99
C 1.57 -0.49 -0.67
H 0.06 1.22 2.36
C -1.31 0.61 0.90
O -2.22 1.41 0.72
H 0.36 -0.49 1.66
H 2.21 -0.47 -1.57
H 1.42 -1.54 -0.42
H 2.13 -0.02 0.15
H -0.04 0.08 -2.03
H -1.20 -1.40 0.07
H 0.29 1.26 -0.73
*
```

The computed natural (NBO) charges, all in e, follow: H 0.428; N -0.651; C -0.786; C -0.158; C -0.642; H 0.220; C 0.553; O -0.685; H 0.187; H 0.228; H 0.215; H 0.238; H 0.191; H 0.412; H 0.249

# 9
Molecular formula: C4H9NO
Method: DFT, the ωB97M-V functional and the def2-TZVPD basis

Computed properties:
**ΔE to the lowest compared entry with this formula, charge and spin**: 170.79 kJ/mol
**DFT total energy**: -7830.550 eV
**LUMO**: 0.95 eV
**SMILES string**: CN(C)CC=O
**Kohn-Sham gap**: 9.883 eV

Structure (ORCA input):
```
! wB97M-V def2-TZVPD RIJCOSX def2/J DEFGRID3
* xyz 0 1
H -0.09 2.20 -0.08
H 1.27 0.57 -1.07
C 2.08 -0.47 0.58
N -0.31 0.15 0.27
O 3.17 -0.82 0.23
H 1.82 -0.31 1.65
H -1.70 1.70 0.44
H -0.88 -1.84 0.58
C 0.94 -0.22 -0.39
H 0.86 -1.12 -1.02
H -1.18 1.40 -1.24
C -1.30 -0.91 0.21
H -1.69 -1.09 -0.82
H -2.15 -0.64 0.85
C -0.84 1.42 -0.19
*
```

The computed natural (NBO) charges, all in e, follow: H 0.202; H 0.226; C 0.441; N -0.447; O -0.521; H 0.112; H 0.203; H 0.201; C -0.348; H 0.217; H 0.165; C -0.410; H 0.166; H 0.203; C -0.409

# 10
Molecular formula: C4H9NO
Method: DFT, the ωB97M-V functional and the def2-TZVPD basis

Computed properties:
**ΔE to the lowest compared entry with this formula, charge and spin**: 402.49 kJ/mol
**DFT total energy**: -7828.148 eV
**LUMO**: 0.75 eV
**SMILES string**: C=C=NO.CC
**Kohn-Sham gap**: 10.357 eV

Structure (ORCA input):
```
! wB97M-V def2-TZVPD RIJCOSX def2/J DEFGRID3
* xyz 0 1
H 2.69 0.59 -0.27
H 0.37 0.17 -1.21
H 0.22 -1.22 -0.10
C 1.92 0.03 0.28
H -0.39 2.83 0.23
C 0.92 -0.62 -0.68
H 2.41 -0.73 0.90
H -1.81 -1.95 -0.07
H 1.41 0.73 0.96
H -3.33 -0.99 0.45
N -1.09 1.18 0.69
O -0.77 2.11 -0.31
C -1.65 0.14 0.33
C -2.28 -1.01 0.22
H 1.39 -1.26 -1.42
*
```

The computed natural (NBO) charges, all in e, follow: H 0.201; H 0.212; H 0.191; C -0.608; H 0.480; C -0.604; H 0.200; H 0.240; H 0.208; H 0.238; N -0.193; O -0.545; C 0.325; C -0.547; H 0.203

# 11
Molecular formula: C4H9NO
Method: DFT, the ωB97M-V functional and the def2-TZVPD basis

Computed properties:
**ΔE to the lowest compared entry with this formula, charge and spin**: 282.69 kJ/mol
**DFT total energy**: -7829.390 eV
**LUMO**: 0.78 eV
**SMILES string**: CCNCC=O
**Kohn-Sham gap**: 9.456 eV

Structure (ORCA input):
```
! wB97M-V def2-TZVPD RIJCOSX def2/J DEFGRID3
* xyz 0 1
H 2.70 1.08 -0.51
H -3.05 0.74 -0.91
O 2.57 -0.86 0.03
C -2.85 -0.08 -0.26
H -0.96 -0.64 -1.00
H -1.35 -1.51 0.54
N -0.47 0.42 0.63
H -3.51 -0.95 -0.46
H -0.30 0.47 1.59
C -1.38 -0.46 0.03
H -3.26 0.11 0.73
C 2.09 0.24 -0.15
C 0.66 0.73 -0.17
H 0.87 1.81 -0.15
H 0.51 0.26 -1.17
*
```

The computed natural (NBO) charges, all in e, follow: H 0.091; H 0.211; O -0.520; C -0.632; H 0.176; H 0.176; N -0.643; H 0.219; H 0.386; C -0.195; H 0.203; C 0.424; C -0.314; H 0.184; H 0.233

# 12
Molecular formula: C4H9NO
Method: DFT, the ωB97M-V functional and the def2-TZVPD basis

Computed properties:
**ΔE to the lowest compared entry with this formula, charge and spin**: 157.23 kJ/mol
**DFT total energy**: -7830.690 eV
**LUMO**: 0.91 eV
**SMILES string**: C=CC.NC=O
**Kohn-Sham gap**: 10.365 eV

Structure (ORCA input):
```
! wB97M-V def2-TZVPD RIJCOSX def2/J DEFGRID3
* xyz 0 1
C -0.24 2.07 2.25
H 0.57 3.16 0.60
H -1.60 -1.69 -2.74
H 1.28 3.52 2.16
H -0.60 -0.01 2.31
H -0.36 4.12 1.76
H -0.62 0.70 0.65
H -0.43 -2.83 -3.24
C 0.35 3.31 1.64
C -0.47 0.88 1.71
C 0.05 -1.89 -1.47
N -0.71 -2.13 -2.57
H -0.47 -1.20 -0.79
H -0.46 2.15 3.31
O 1.11 -2.43 -1.28
*
```

The computed natural (NBO) charges, all in e, follow: C -0.156; H 0.211; H 0.392; H 0.224; H 0.199; H 0.216; H 0.178; H 0.397; C -0.647; C -0.412; C 0.529; N -0.827; H 0.100; H 0.186; O -0.590

# 13
Molecular formula: C4H9NO
Method: DFT, the ωB97M-V functional and the def2-TZVPD basis

Computed properties:
**ΔE to the lowest compared entry with this formula, charge and spin**: 120.35 kJ/mol
**DFT total energy**: -7831.073 eV
**LUMO**: 0.89 eV
**SMILES string**: CCN(C)C=O
**Kohn-Sham gap**: 10.449 eV

Structure (ORCA input):
```
! wB97M-V def2-TZVPD RIJCOSX def2/J DEFGRID3
* xyz 0 1
C -1.69 -0.09 -1.00
C 1.06 -1.39 0.75
H -2.27 0.38 -0.19
H 0.36 -0.66 -1.46
H 1.56 1.42 0.36
H 0.10 1.03 -1.01
H 1.25 1.16 2.06
O 1.25 -2.21 -0.13
H 1.42 -1.58 1.78
H -1.89 0.49 -1.92
C 0.81 1.07 1.07
H -2.06 -1.11 -1.16
H -0.06 1.74 1.04
N 0.33 -0.23 0.59
C -0.18 0.00 -0.78
*
```

The computed natural (NBO) charges, all in e, follow: C -0.613; C 0.537; H 0.208; H 0.232; H 0.184; H 0.183; H 0.214; O -0.591; H 0.118; H 0.211; C -0.411; H 0.215; H 0.205; N -0.456; C -0.236

# 14
Molecular formula: C4H9NO
Method: DFT, the ωB97M-V functional and the def2-TZVPD basis

Computed properties:
**ΔE to the lowest compared entry with this formula, charge and spin**: 413.33 kJ/mol
**DFT total energy**: -7828.036 eV
**LUMO**: 1.01 eV
**SMILES string**: CC[C@@]1(C)NO1
**Kohn-Sham gap**: 10.280 eV

Structure (ORCA input):
```
! wB97M-V def2-TZVPD RIJCOSX def2/J DEFGRID3
* xyz 0 1
N -1.66 -0.52 0.66
H 0.27 1.19 -1.67
H 1.62 0.70 0.04
C 1.25 -1.42 0.27
C 0.97 0.02 0.48
H 0.35 -2.08 0.67
H -2.51 -0.41 0.27
C -0.53 0.43 0.11
C -0.65 1.31 -1.11
H 2.15 -1.74 0.74
H 1.29 -1.68 -0.72
H -1.44 0.99 -1.73
H -0.82 2.30 -0.93
H 1.01 0.17 1.64
O -1.30 0.73 1.27
*
```

The computed natural (NBO) charges, all in e, follow: N -0.341; H 0.217; H 0.204; C -0.608; C -0.429; H 0.228; H 0.323; C 0.380; C -0.661; H 0.211; H 0.196; H 0.223; H 0.234; H 0.222; O -0.399

# 15
Molecular formula: C4H9NO
Method: DFT, the ωB97M-V functional and the def2-TZVPD basis

Computed properties:
**ΔE to the lowest compared entry with this formula, charge and spin**: 314.34 kJ/mol
**DFT total energy**: -7829.062 eV
**LUMO**: 0.80 eV
**SMILES string**: C=C(O)N(C)C
**Kohn-Sham gap**: 8.775 eV

Structure (ORCA input):
```
! wB97M-V def2-TZVPD RIJCOSX def2/J DEFGRID3
* xyz 0 1
C 2.03 0.49 0.10
H 1.98 1.48 -0.37
H -2.08 -0.84 -1.09
H -0.85 -2.05 -0.62
C -1.39 -1.16 -0.31
H 2.32 -1.00 -0.11
H 2.48 0.53 1.10
H -0.16 1.91 0.44
H -1.38 1.61 -0.83
C 0.87 -0.36 0.07
H -1.75 1.24 0.87
O 1.29 -1.60 0.08
C -0.96 1.24 0.12
N -0.43 -0.10 -0.05
H -1.97 -1.39 0.60
*
```

The computed natural (NBO) charges, all in e, follow: C -0.916; H 0.210; H 0.197; H 0.243; C -0.413; H 0.472; H 0.237; H 0.232; H 0.198; C 0.639; H 0.199; O -0.700; C -0.403; N -0.393; H 0.199

# 16
Molecular formula: C4H9NO
Method: DFT, the ωB97M-V functional and the def2-TZVPD basis

Computed properties:
**ΔE to the lowest compared entry with this formula, charge and spin**: 20.48 kJ/mol
**DFT total energy**: -7832.108 eV
**LUMO**: 0.92 eV
**SMILES string**: CC(C)C(N)=O
**Kohn-Sham gap**: 10.658 eV

Structure (ORCA input):
```
! wB97M-V def2-TZVPD RIJCOSX def2/J DEFGRID3
* xyz 0 1
O 1.42 0.91 0.51
C 0.82 0.06 -0.11
H -0.26 -0.18 2.37
H -1.09 0.66 -1.57
H -1.96 -0.32 1.88
H -1.87 -0.87 -1.44
H -0.96 1.18 1.62
H -0.50 -1.51 0.26
C -0.99 0.09 1.61
N 1.40 -0.56 -1.19
H 0.84 -0.97 -1.92
H 2.28 -0.16 -1.47
H -2.42 0.53 -0.45
C -1.57 0.00 -0.86
C -0.57 -0.42 0.25
*
```

The computed natural (NBO) charges, all in e, follow: O -0.608; C 0.688; H 0.222; H 0.210; H 0.206; H 0.210; H 0.222; H 0.212; C -0.601; N -0.838; H 0.388; H 0.397; H 0.222; C -0.608; C -0.321

# 17
Molecular formula: C4H9NO
Method: DFT, the ωB97M-V functional and the def2-TZVPD basis

Computed properties:
**ΔE to the lowest compared entry with this formula, charge and spin**: 392.27 kJ/mol
**DFT total energy**: -7828.254 eV
**LUMO**: 0.60 eV
**SMILES string**: C=CO.C=NC
**Kohn-Sham gap**: 9.502 eV

Structure (ORCA input):
```
! wB97M-V def2-TZVPD RIJCOSX def2/J DEFGRID3
* xyz 0 1
N 1.70 1.75 -2.99
H 2.88 0.49 -2.05
H 1.97 2.44 -5.00
H -3.53 -2.18 4.59
H 1.07 0.71 -1.35
C 1.90 0.89 -2.10
H 3.31 2.77 -3.76
C 2.60 2.04 -4.09
C -2.58 -1.51 2.84
H -1.73 -2.65 4.34
H 3.05 1.03 -4.22
O -1.28 -1.19 2.49
H -1.07 -0.30 2.03
H -3.28 -0.93 2.32
C -2.64 -2.12 4.03
*
```

The computed natural (NBO) charges, all in e, follow: N -0.397; H 0.137; H 0.214; H 0.204; H 0.181; C -0.080; H 0.208; C -0.450; C 0.133; H 0.213; H 0.186; O -0.740; H 0.493; H 0.172; C -0.474